Record 1
2 unconnected molecules or ions with the total composition C2H5NO2S at a distorted geometry. Source: the OMol25 dataset; level of theory: ωB97M-V with the def2-TZVPD basis set.

## Properties
Calculated total energy: -18568.88972 eV
Energy above the lowest of the compared OMol25 structures with the same formula, charge and spin: 154.0 kcal per mole
HOMO: -7.491 eV
Maximum force: 0.0353 hartree/bohr
Orbital gap: 5.8 eV

XYZ file:
```
11
Properties=species:S:1:pos:R:3:mulliken_charge:R:1
C 1.31 0.67 -0.09 0.43
C 0.15 1.41 0.40 -0.83
N -0.08 -2.07 -0.25 -0.57
O 3.12 -1.28 -0.01 -0.42
O 2.11 0.96 -1.13 -0.32
S 2.96 0.12 0.19 0.45
H -0.57 1.54 -0.41 0.25
H -0.32 0.87 1.21 0.30
H 0.45 2.41 0.74 0.36
H -0.34 -1.97 -1.23 0.17
H 0.81 -2.58 -0.24 0.18
```


Record 2
A molecular structure, C43H32BrF2N11OSeTa at a distorted geometry. Source: the OMol25 dataset; level of theory: ωB97M-V with the def2-TZVPD basis set.

## Properties
Total charge: +3
Calculated total energy: -205907.85684 eV
Energy above the lowest of the compared OMol25 structures with the same formula, charge and spin: 7.2 kcal per mole
HOMO: -15.458 eV
Maximum force: 0.0252 hartree/bohr
Orbital gap: 6.4 eV

XYZ file:
```
92
Properties=species:S:1:pos:R:3:mulliken_charge:R:1
Ta -0.14 0.37 -1.06 0.67
Br 6.78 3.38 -1.45 -0.08
C 4.99 2.80 -1.55 -0.52
C 4.43 2.48 -2.79 -0.58
C 3.12 2.07 -2.91 -0.99
C 2.38 1.93 -1.75 0.13
O 1.08 1.62 -1.77 -0.23
C 2.91 2.24 -0.49 0.53
C 2.05 2.20 0.65 -0.46
N 0.93 1.54 0.77 0.68
C 0.21 1.77 1.97 -0.82
C 0.77 2.13 3.17 0.05
C -0.04 2.42 4.29 -1.51
C -1.40 2.33 4.21 -0.85
C -2.00 1.89 3.01 0.97
C -3.39 1.68 2.90 -1.00
C -3.89 1.14 1.74 -1.37
C -3.00 0.80 0.71 -0.30
N -1.69 1.04 0.75 1.29
C -1.19 1.59 1.89 -0.13
C 4.23 2.71 -0.40 -0.66
H 5.05 2.58 -3.68 0.51
H 2.68 1.85 -3.87 0.61
H 2.37 2.83 1.48 0.60
H 1.85 2.21 3.29 0.65
H 0.43 2.72 5.21 0.50
H -2.02 2.56 5.06 0.52
H -4.05 1.92 3.72 0.53
H -4.94 0.93 1.61 0.59
H -3.38 0.29 -0.16 0.66
H 4.66 2.98 0.56 0.62
N -0.27 3.98 -1.06 -0.10
C -1.43 3.44 -1.44 0.18
N -2.46 4.26 -1.46 -0.75
C -3.63 3.80 -1.90 0.18
N -4.68 4.59 -1.92 -0.31
N -3.79 2.51 -2.33 -0.64
C -2.75 1.76 -2.22 -0.17
N -1.51 2.10 -1.76 0.53
C -2.91 0.34 -2.62 0.58
C -3.92 -0.03 -3.48 -0.87
C -4.00 -1.35 -3.89 -0.82
C -3.04 -2.24 -3.41 -1.15
C -2.06 -1.79 -2.56 0.00
N -1.99 -0.51 -2.13 0.89
H -0.28 4.98 -0.95 0.28
H 0.60 3.53 -1.29 0.15
H -4.59 5.55 -1.66 0.28
H -5.55 4.25 -2.31 0.26
H -4.61 0.72 -3.82 0.62
H -4.76 -1.68 -4.58 0.53
H -3.04 -3.28 -3.71 0.53
H -1.29 -2.47 -2.23 0.36
F 0.13 -0.20 -6.48 -0.33
C 0.61 -0.63 -5.32 0.09
C 0.05 -0.16 -4.15 -0.59
C 0.53 -0.58 -2.92 1.02
C 1.61 -1.47 -2.89 0.31
C 2.15 -1.93 -4.10 0.99
F 3.19 -2.76 -4.10 -0.32
C 1.66 -1.53 -5.33 -0.87
C 2.19 -1.74 -1.57 -0.04
C 3.09 -2.77 -1.30 -0.94
C 3.63 -2.91 -0.04 -1.03
C 3.27 -1.99 0.93 -0.96
C 2.36 -1.02 0.61 -0.36
N 1.79 -0.87 -0.60 1.11
H -0.77 0.55 -4.25 0.46
H 2.09 -1.90 -6.25 0.58
H 3.35 -3.45 -2.09 0.69
H 4.33 -3.71 0.17 0.51
H 3.68 -2.03 1.93 0.61
H 2.07 -0.32 1.38 0.39
C -0.76 -4.78 1.95 -0.96
N -0.37 -3.53 2.59 0.27
C -0.34 -2.30 2.08 -0.04
Se -0.94 -1.94 0.32 -0.12
N 0.09 -1.46 3.04 0.78
C 0.34 -2.16 4.21 0.59
C 0.78 -1.75 5.46 -0.60
C 0.92 -2.75 6.41 -0.69
C 0.63 -4.09 6.12 -0.67
C 0.19 -4.49 4.88 -0.74
C 0.05 -3.49 3.92 0.06
H -1.02 -4.59 0.91 0.26
H -1.61 -5.20 2.47 0.38
H 0.08 -5.48 1.98 0.37
H 0.12 -0.45 2.95 -0.25
H 1.00 -0.72 5.69 0.50
H 1.26 -2.49 7.40 0.44
H 0.76 -4.83 6.90 0.43
H -0.04 -5.52 4.67 0.51
```